A structure of composition C7H12IN in a non-equilibrium geometry, computed with the ωB97M-V functional and the def2-TZVPD basis.

Its HOMO-LUMO gap (alpha / beta) is 0.2962 / 0.2411 Ha. Its spin multiplicity is 1. For the LUMO energy (alpha / beta), the calculation gives 0.003 / -0.032 Eh. For the HOMO energy (alpha / beta), the calculation gives -7.98 / -7.42 eV. The value obtained for the energy above the lowest of the compared OMol25 structures with the same formula, charge and spin is 66.6 kcal per mole. For the calculated total energy, the calculation gives -17039.45110 eV.

Geometry as XYZ:
```
21
Properties=species:S:1:pos:R:3:forces:R:3:lowdin_charge:R:1
C -0.441409 1.978693 -0.033383 -2.346 -3.688 -0.506 -0.0263
C -1.781496 1.544464 -0.003734 1.829 1.583 0.805 -0.3624
C 0.733599 1.031724 -0.007062 -1.632 0.602 0.589 -0.1601
C -0.539914 -1.022867 -0.909086 -0.823 1.022 0.623 0.0773
C 0.568991 -0.496167 -0.003441 -1.526 -0.082 -0.297 -0.6364
C 0.390815 -0.851730 1.488545 0.562 0.373 -2.279 -0.0271
C 1.809206 -1.025821 -0.634685 -0.190 -3.042 -1.231 -0.0771
N -2.125472 0.313968 0.374585 0.865 -1.689 -0.603 -0.5204
I -3.992026 -0.326319 -0.106131 -0.264 0.152 -0.068 0.7204
H -0.268222 2.970912 -0.244032 0.391 2.100 -0.332 0.0648
H -2.568825 2.282587 -0.027717 -0.173 0.353 -0.547 0.0730
H 1.462084 1.309097 -0.726429 0.689 0.586 -0.669 0.1029
H 1.111237 1.189472 0.991593 0.902 0.511 0.143 0.1053
H -0.692777 -0.508161 -1.874895 0.055 -0.276 0.610 0.0895
H -0.946803 -2.050219 -0.861463 0.374 0.724 0.300 0.0840
H 1.263455 -0.330777 1.863552 -0.251 -0.394 1.304 0.0831
H 0.413440 -1.903584 1.614156 0.091 -1.044 0.464 0.0723
H -0.584486 -0.446868 1.658134 -0.295 0.300 1.209 0.0542
H 1.917002 -2.134765 -0.372485 0.228 1.461 -0.211 0.1153
H 2.710578 -0.478210 -0.465264 0.629 0.275 0.329 0.0758
H 1.561024 -1.045437 -1.720764 0.886 0.171 0.366 0.0918
```
Forces are in eV/Å.